1.
Entry from the OMol25 dataset: a 2-piece molecular cluster, CO4S overall in a non-equilibrium geometry (ωB97M-V/def2-TZVPD).

XYZ file:
```
6
Properties=species:S:1:pos:R:3:forces:R:3
S 1.02638 1.39604 0.20340 -0.427 1.088 -1.269
O -0.21757 1.11988 -0.47855 0.033 0.660 0.379
O 0.36642 -1.16372 0.23081 1.550 -0.060 -0.476
O 1.77267 2.44431 -0.42530 0.420 -0.198 0.554
O -1.88008 -1.08046 0.46811 -1.572 1.233 -0.482
C -0.76491 -0.91999 0.24280 -0.003 -2.723 1.294
```
Positions in Å, forces in eV/Å.

Computed properties:
Strongest force on any atom, Eh/bohr: 0.0586
LUMO level, eV: -1.6
Charge: 0
Frontier orbital gap, eV: 10.73

Atom charges from the Mulliken analysis, given in e for atoms 1 to 4: S 0.791; O -0.428; O -0.413; O -0.387

***

2.
Entry from the OMol25 dataset: one molecule with the formula C3H9N3 in a non-equilibrium geometry (ωB97M-V/def2-TZVPD).

XYZ file:
```
15
Properties=species:S:1:pos:R:3:forces:R:3
N 0.24881 -0.82483 1.73528 0.043 0.339 -0.366
N 2.38365 -0.32377 1.10655 0.100 0.282 0.280
N 0.66007 -0.16944 -0.49045 -0.073 0.074 -0.035
C -0.72893 -0.12903 -0.91108 -0.013 0.064 0.086
C 1.15085 -0.39872 0.77950 0.318 -0.437 -0.071
C -1.40393 1.23848 -0.71291 0.205 -0.774 -1.016
H -0.71075 2.02028 -1.00408 0.140 0.182 0.271
H -0.59067 -1.23971 1.36797 0.048 -0.328 0.322
H -1.76422 1.35492 0.29602 -0.083 0.270 0.264
H 0.75700 -1.30750 2.46287 -0.420 0.013 0.119
H 2.94327 0.17568 0.42486 -0.054 -0.193 -0.202
H -0.73065 -0.39921 -1.96574 0.026 0.150 -0.097
H 1.34314 -0.36843 -1.20029 -0.077 0.194 -0.016
H -2.21537 1.28474 -1.44262 -0.313 0.121 0.354
H -1.34227 -0.91346 -0.44588 0.154 0.044 0.106
```
Positions in Å, forces in eV/Å.

Computed properties:
Strongest force on any atom, Eh/bohr: 0.0252
LUMO level, eV: 0.9
Charge: 0
Frontier orbital gap, eV: 9.51

Atom charges from the Mulliken analysis, given in e for atoms 1 to 4: N -0.437; N -0.790; N -0.258; C -0.509

***

3.
Entry from the OMol25 dataset: CH16F3KO11S as an isolated structure in a non-equilibrium geometry (ωB97M-V/def2-TZVPD).

XYZ file:
```
33
Properties=species:S:1:pos:R:3:forces:R:3
K 0.31753 -0.44419 0.17218 -0.397 -1.425 -2.357
S -2.43886 1.09786 -1.98825 -2.182 0.025 -2.983
F -0.13730 2.45714 -1.95140 0.417 0.326 -0.061
F -0.57123 1.53613 -0.12032 -2.537 0.943 0.049
F -1.64026 3.32103 -0.59829 0.574 -1.069 -0.402
O 1.23002 -0.15214 -1.90600 0.013 0.295 -2.248
O 1.15839 -1.06332 2.08648 1.373 -0.700 2.770
O 0.98437 -2.54556 -0.18228 2.454 -2.607 0.195
O -1.25229 -1.51051 1.51790 -1.208 -1.271 3.666
O 1.32235 1.36397 0.58916 2.524 5.816 2.232
O -2.89633 2.03213 -3.01683 0.621 0.146 1.252
O -3.47231 0.79089 -1.00156 1.511 0.085 0.325
O 2.92713 -0.00596 -0.02019 3.454 -2.556 -0.653
O -0.57609 0.79514 1.84547 -1.596 1.258 3.763
O -1.13414 -1.73753 -0.68467 -3.163 -2.105 -3.229
O -1.76519 -0.03050 -2.62364 0.267 0.772 1.486
C -1.12400 2.13879 -1.08756 -3.484 1.935 -3.333
H -1.10802 -2.06421 0.21469 -0.389 -0.643 -0.591
H 0.07315 0.62907 2.52895 0.011 -0.054 0.295
H 3.26698 0.62780 -0.65191 0.396 0.083 0.135
H 2.26490 0.47827 0.47298 0.919 0.238 0.222
H 0.94553 -2.88061 -1.07807 -0.244 -0.071 -0.277
H -1.84890 -2.22359 -1.09589 -0.345 0.298 -0.576
H 0.50004 -3.18853 0.33565 0.087 -0.373 -0.007
H -0.84471 -1.53352 2.38368 -0.646 0.009 0.159
H 1.95202 -0.74533 2.51689 0.663 -0.176 0.132
H -2.16214 -1.26623 1.68740 -0.513 0.273 -0.210
H 1.56475 0.74432 -1.92928 0.112 0.114 -0.701
H 1.08170 1.68613 -0.27946 0.593 0.311 -0.126
H 0.66921 -1.50470 2.78081 0.602 -0.352 0.491
H -0.66069 1.74828 1.82130 -0.430 0.179 0.259
H 1.36033 2.14970 1.13452 0.237 0.395 0.165
H 2.01404 -0.70025 -1.87248 0.308 -0.101 0.159
```
Positions in Å, forces in eV/Å.

Computed properties:
Strongest force on any atom, Eh/bohr: 0.1307
LUMO level, eV: -1.1
Charge: 0
Frontier orbital gap, eV: 7.05

Atom charges from the Mulliken analysis, given in e for atoms 1 to 4: K 0.463; S 1.213; F -0.285; F -0.456

***

4.
Entry from the OMol25 dataset: a 2-piece molecular cluster, C5H15NO overall in a non-equilibrium geometry (ωB97M-V/def2-TZVPD).

XYZ file:
```
22
Properties=species:S:1:pos:R:3:forces:R:3
O -3.49924 -5.90973 -1.57190 0.190 0.394 0.580
N 0.76414 0.68185 1.89311 -0.597 0.409 0.337
C 0.99978 1.50302 -0.36780 0.837 -1.508 -0.560
C 2.51315 1.62663 -0.19579 0.625 -0.481 -0.093
C -0.95634 0.06265 0.12122 -1.034 -1.091 0.969
C 0.29702 2.83251 -0.21137 -0.528 0.214 0.236
C 0.46373 0.32772 0.51858 0.839 1.603 -0.173
H -3.73162 -5.45490 -0.74723 -0.236 -0.231 -0.300
H -0.18706 3.21665 -1.10975 0.153 -0.163 -0.134
H -2.55178 -5.73895 -1.60944 0.046 -0.162 -0.280
H -0.48159 2.74353 0.53784 -0.222 0.027 0.208
H 0.19173 0.35860 2.65478 -0.074 -0.365 -0.225
H 3.02186 1.98904 -1.09050 -0.227 0.518 0.028
H 2.80974 2.22975 0.66280 -0.108 0.157 -0.045
H 1.04638 -0.54222 0.22008 0.099 -0.302 -0.117
H -1.43150 -0.66873 0.78415 0.207 -0.204 0.118
H -0.95893 -0.42321 -0.85282 -0.072 0.308 -0.194
H 0.96005 3.60853 0.16162 0.182 0.029 -0.057
H -1.67254 0.87916 0.15706 0.365 0.495 -0.252
H 1.74532 0.62723 2.11021 -0.054 -0.103 0.049
H 2.99458 0.64966 -0.06577 -0.247 -0.132 0.164
H 0.87015 1.04546 -1.35760 -0.145 0.587 -0.260
```
Positions in Å, forces in eV/Å.

Computed properties:
Strongest force on any atom, Eh/bohr: 0.0353
LUMO level, eV: 0.7
Charge: 0
Frontier orbital gap, eV: 9.50

Atom charges from the Mulliken analysis, given in e for atoms 1 to 4: O -0.638; N -0.532; C 0.819; C -1.774

***

5.
Entry from the OMol25 dataset: one molecule with the formula C21H18N4O2 in a non-equilibrium geometry (ωB97M-V/def2-TZVPD).

XYZ file:
```
45
Properties=species:S:1:pos:R:3:forces:R:3
O -1.81485 -3.50939 0.83287 -0.124 -0.063 0.080
O -3.87800 2.52145 -3.41520 0.045 -0.058 0.087
N -1.03262 -1.60808 -0.16688 0.426 0.133 -0.031
N -1.95366 2.96306 -2.39590 -0.050 1.097 -0.729
N 0.94861 2.03378 0.21643 -0.277 -0.104 -0.169
N -0.97428 2.72184 -1.53969 0.463 -0.102 0.542
C -4.35695 0.20110 -1.91706 0.024 0.173 -0.048
C 1.59460 -2.76956 0.12263 -0.126 -0.052 0.056
C 3.09162 -3.64873 1.78153 0.067 0.007 -0.040
C 2.87878 -3.07541 0.53844 0.117 0.010 -0.027
C 2.96659 2.52671 1.37568 -0.034 0.174 -0.132
C 1.87127 1.70487 1.10191 0.222 0.011 0.212
C -2.17941 -1.04497 -0.73034 -0.526 0.039 -0.222
C 2.10347 4.08256 -0.21149 -0.306 -0.201 -0.097
C -2.01990 0.18679 -1.35917 -0.047 -0.212 0.008
C 1.04402 3.19879 -0.42718 0.780 0.071 0.499
C 1.69350 0.39500 1.80580 0.094 0.040 0.006
C -4.50811 -1.02295 -1.29576 0.046 0.153 -0.078
C 0.72918 -3.64800 2.18546 -0.126 0.068 -0.086
C -3.03004 2.13016 -2.63758 -0.033 0.190 -0.135
C -0.00805 3.52987 -1.37157 -0.676 0.288 -0.650
C 3.08082 3.73027 0.70312 -0.005 -0.175 0.094
C 2.01463 -3.93759 2.60353 0.002 -0.002 0.044
C -3.10668 0.82412 -1.94383 -0.129 -0.517 0.212
C -3.43047 -1.65440 -0.69741 0.090 -0.130 0.114
C -0.90024 -2.76746 0.54035 0.108 0.164 -0.075
C 0.51032 -3.04645 0.95039 0.237 -0.181 0.065
H 1.44043 -2.34474 -0.85959 -0.025 0.041 -0.076
H -0.12306 -3.88018 2.80592 -0.082 -0.034 0.043
H 3.91624 4.38884 0.89290 0.047 0.039 0.014
H 2.15281 5.01842 -0.74667 -0.017 0.090 -0.064
H -3.54944 -2.60730 -0.20920 0.006 -0.011 0.016
H -1.97534 3.84284 -2.92517 -0.050 -0.365 0.160
H 3.70484 2.22388 2.10226 0.053 -0.033 0.076
H 0.64419 0.11350 1.80288 -0.061 -0.029 0.023
H -1.04553 0.64682 -1.36916 -0.010 -0.096 0.062
H 2.26316 -0.38485 1.30024 0.016 -0.074 0.024
H 0.07512 4.48122 -1.91038 -0.080 -0.077 -0.019
H 2.17798 -4.39542 3.56764 0.004 -0.030 0.083
H 3.71665 -2.86773 -0.11134 0.055 0.004 -0.051
H -5.47748 -1.49758 -1.27354 -0.075 -0.037 0.005
H -0.20691 -1.03107 -0.26476 -0.094 -0.153 0.122
H 2.04849 0.45852 2.83127 0.021 -0.067 0.099
H 4.09625 -3.87990 2.10341 0.079 -0.022 0.025
H -5.19255 0.69736 -2.38582 -0.051 0.034 -0.043
```
Positions in Å, forces in eV/Å.

Computed properties:
Strongest force on any atom, Eh/bohr: 0.0256
LUMO level, eV: -0.1
Charge: 0
Frontier orbital gap, eV: 8.34

Atom charges from the Mulliken analysis, given in e for atoms 1 to 4: O -0.676; O -0.653; N 0.118; N -0.337

***

6.
Entry from the OMol25 dataset: one molecule with the formula C5H7N3O5 in a non-equilibrium geometry (ωB97M-V/def2-TZVPD).

XYZ file:
```
20
Properties=species:S:1:pos:R:3:forces:R:3
O 2.45399 -1.04015 2.91486 -1.144 0.214 -0.639
O 1.22061 -0.07359 -2.02428 -2.062 -0.346 -0.788
O 0.00646 -0.39788 2.21922 2.361 -0.217 0.714
O 3.78133 -1.40006 1.15114 1.356 -0.847 -0.711
O 1.84860 -0.54672 0.71500 -1.803 0.481 -0.069
N -2.65424 1.76105 -0.45773 0.260 2.057 2.610
N -0.02631 0.10429 -1.44614 1.085 -0.089 4.770
N -2.20201 0.48603 -2.24013 -2.827 -1.860 -2.451
C 2.72336 -1.06927 1.53628 1.647 0.000 2.631
C 0.51097 -0.24908 0.97147 0.797 -0.713 2.515
C -0.98110 0.46967 -2.40730 6.500 -0.361 -3.906
C -0.32606 -0.01180 -0.04909 2.025 0.071 -6.135
C -2.96152 0.86887 -1.29930 -4.620 -0.465 1.106
H -0.40491 0.24539 -3.39037 -1.677 0.463 1.263
H 0.79639 -0.54928 2.88769 -1.928 0.361 -1.624
H -3.47424 2.01379 0.11684 0.606 -0.220 -0.340
H 3.11418 -1.45505 3.52096 -0.264 0.295 -1.432
H -4.03225 0.47569 -1.32535 1.157 0.303 -0.222
H -1.29968 0.28646 0.00883 -2.325 0.637 1.225
H 1.90644 0.08164 -1.40261 0.855 0.235 1.484
```
Positions in Å, forces in eV/Å.

Computed properties:
Strongest force on any atom, Eh/bohr: 0.1476
LUMO level (spin up / spin down), eV: -0.2 / -2.4
Charge: 0
Frontier orbital gap (spin up / spin down), eV: 4.50 / 6.14
2S+1: 3

Atom charges from the Mulliken analysis, given in e for atoms 1 to 4: O -0.567; O -0.382; O -0.493; O -0.468